(1)
This record from OMol25 describes C13H14F4N2O in the gas phase. The level of theory is wB97M-V/def2-TZVPD.

The geometry in XYZ format:
```
34
Properties=species:S:1:pos:R:3:nbo_charge:R:1
O -1.392 -1.079 -1.718 -0.600
C -1.075 -1.142 -0.552 0.664
C -1.999 -0.537 0.530 0.033
F -2.293 -1.434 1.527 -0.334
C -3.324 -0.079 -0.094 0.957
F -3.988 -1.054 -0.705 -0.306
F -3.134 0.911 -0.966 -0.310
F -4.139 0.406 0.857 -0.324
N 0.062 -1.713 -0.118 -0.426
C 0.591 -1.705 1.229 -0.236
C 1.977 -1.007 1.200 -0.231
N 2.063 -0.166 0.023 -0.444
C 1.190 0.933 -0.033 0.256
C 0.880 1.641 1.134 -0.315
C 0.038 2.737 1.110 -0.193
C -0.524 3.170 -0.078 -0.258
C -0.209 2.497 -1.244 -0.162
C 0.633 1.402 -1.227 -0.306
C 2.181 -1.038 -1.127 -0.226
C 1.047 -2.102 -1.111 -0.256
H -1.532 0.347 0.990 0.217
H 0.683 -2.738 1.581 0.205
H -0.077 -1.177 1.903 0.224
H 2.138 -0.436 2.111 0.215
H 2.779 -1.745 1.133 0.204
H 1.306 1.353 2.082 0.210
H -0.180 3.253 2.034 0.215
H -1.192 4.017 -0.094 0.218
H -0.633 2.815 -2.184 0.218
H 0.824 0.910 -2.166 0.219
H 2.167 -0.457 -2.045 0.215
H 3.156 -1.532 -1.067 0.203
H 1.434 -3.087 -0.841 0.197
H 0.544 -2.164 -2.076 0.255
```

The energy above the lowest of the compared OMol25 structures with the same formula, charge and spin comes out at 0.00 kJ/mol. Its spin multiplicity is 1. As for the structure (SMILES): O=C([C@H](F)C(F)(F)F)N1CCN(c2ccccc2)CC1. The value obtained for the HOMO energy is -8.134 eV. For the strongest force on any atom, the calculation gives 0.78 eV/A.

---

(2)
This record from OMol25 describes 2 unconnected molecules or ions with the total composition C4H5NO2 in a non-equilibrium geometry. The level of theory is wB97M-V/def2-TZVPD.

The geometry in XYZ format:
```
12
Properties=species:S:1:pos:R:3:nbo_charge:R:1
C 0.137 0.848 0.252 -0.623
C -0.458 -0.310 -0.526 -0.447
C -0.427 -1.558 -0.135 0.412
N -0.770 -2.702 0.191 -0.624
H -0.503 0.968 1.170 0.229
H -0.034 1.784 -0.384 0.209
H 1.194 0.730 0.480 0.219
H -1.250 0.107 -1.160 0.245
H -0.300 -3.512 -0.323 0.376
O -2.769 1.060 1.078 -0.519
C -3.125 0.696 0.048 1.027
O -3.430 0.335 -0.975 -0.504
```

The energy above the lowest of the compared OMol25 structures with the same formula, charge and spin comes out at 147.15 kJ/mol. Its spin multiplicity is 1. As for the structure (SMILES): CC=C=N.O=C=O. The value obtained for the HOMO energy is -8.795 eV. For the strongest force on any atom, the calculation gives 3.82 eV/A.

---

(3)
This record from OMol25 describes 3 unconnected molecules or ions with the total composition C9H25FINO7P2S in a non-equilibrium geometry. The level of theory is wB97M-V/def2-TZVPD.

The geometry in XYZ format:
```
47
Properties=species:S:1:pos:R:3:nbo_charge:R:1
C -0.348 0.786 0.215 -0.651
C 0.616 0.408 -0.929 -0.301
I 2.072 1.925 -1.351 0.077
C 1.167 -1.009 -0.684 -0.267
N 2.205 -1.450 -1.649 -0.950
P 3.889 -1.323 -1.204 0.336
P 4.073 -0.842 0.915 2.052
O 3.181 0.201 1.406 -1.089
O 5.600 -0.355 1.098 -0.954
O 4.021 -2.168 1.801 -0.960
S 1.790 -2.879 -2.391 2.558
O 1.097 -2.545 -3.560 -0.908
O 1.181 -3.822 -1.538 -0.917
F 3.130 -3.512 -2.842 -0.456
H -0.154 0.138 1.071 0.208
H -0.219 1.832 0.480 0.255
H -1.381 0.708 -0.123 0.237
H -0.003 0.306 -1.819 0.231
H 1.410 -1.161 0.368 0.218
H 0.285 -1.634 -0.865 0.238
H 4.332 -0.136 -1.828 0.028
H 5.711 0.350 0.433 0.504
H 3.473 -2.846 1.369 0.513
C 0.089 3.687 3.756 -0.632
C -0.793 4.442 2.774 0.095
C -1.849 5.265 3.496 -0.629
O -1.425 3.518 1.887 -0.722
H -0.507 2.991 4.353 0.196
H 0.836 3.096 3.224 0.226
H 0.604 4.371 4.433 0.210
H -0.177 5.097 2.156 0.177
H -2.505 4.618 4.085 0.196
H -2.478 5.794 2.780 0.217
H -1.391 5.996 4.165 0.210
H -1.976 2.928 2.416 0.459
C -1.872 -3.078 -2.968 -0.633
C -2.749 -2.578 -1.831 0.094
C -4.181 -3.071 -1.970 -0.629
O -2.732 -1.146 -1.807 -0.733
H -2.239 -2.714 -3.933 0.196
H -0.860 -2.708 -2.853 0.226
H -1.844 -4.168 -2.996 0.213
H -2.338 -2.913 -0.877 0.173
H -4.625 -2.706 -2.899 0.198
H -4.797 -2.697 -1.151 0.215
H -4.225 -4.161 -1.969 0.212
H -3.092 -0.833 -2.645 0.462
```

Its spin multiplicity is 1. As for the structure (SMILES): C[C@@H](I)CN(PP(=O)(O)O)S(=O)(=O)F.CC(C)O.CC(C)O. The value obtained for the HOMO energy is -9.165 eV. For the strongest force on any atom, the calculation gives 1.98 eV/A.

---

For reference, molar mass by record: 290.3, 99.1, 499.2 g mol⁻¹.